Record 1
Below is a cluster of 22 separate species, C26H48BCl42N in total in a non-equilibrium geometry, with properties calculated with ωB97M-V/def2-TZVPD.

M ... 1874.52 g/mol
HOMO-LUMO gap ... 8.962 eV
2S+1 ... 1
Highest occupied orbital energy ... -8.90 eV

Structure (XYZ):
```
118
Properties=species:S:1:pos:R:3:forces:R:3:lowdin_charge:R:1
B 0.811593 0.053392 -3.314585 -0.71 -0.06 0.50 -0.054
C -0.710988 0.482260 -3.260568 -1.23 0.54 -0.23 -0.205
C -1.761352 -0.517673 -3.226726 -0.27 3.02 -0.54 -0.183
C -3.117707 -0.032598 -3.136793 0.82 -1.80 -0.19 -0.200
N -3.530939 1.237779 -3.070098 1.52 -0.36 -0.41 0.051
C -2.537041 2.136321 -3.132001 1.33 1.02 -0.73 -0.311
C -1.119836 1.878656 -3.218310 -0.75 -2.51 -1.10 -0.227
H 1.245315 -0.490198 -2.343671 0.02 -0.07 -0.05 0.043
H 1.526271 0.185657 -4.240560 -0.20 0.16 -0.22 -0.031
H -1.530748 -1.585559 -3.259909 -0.24 0.69 -0.38 0.050
H -3.911432 -0.810981 -3.119416 0.46 0.66 0.05 0.105
H -2.840363 3.201990 -3.111633 0.11 -0.95 0.04 0.023
H -0.350034 2.695729 -3.261760 -1.46 -1.71 -0.20 -0.034
C -1.517087 2.863000 0.941528 0.17 -0.11 0.03 -0.951
Cl -2.751968 4.064732 1.348041 0.05 0.01 0.10 0.503
Cl -1.542151 2.467797 -0.789263 0.08 0.08 2.03 0.708
H -0.540012 3.263472 1.198676 -0.09 0.07 -0.06 0.016
H -1.706989 1.958077 1.511716 -0.09 0.06 -0.06 0.027
C 4.505404 2.127408 -2.187261 0.18 -0.09 0.01 -1.070
Cl 2.821192 2.343151 -2.706540 0.05 0.09 -0.02 0.556
Cl 5.338537 0.853417 -3.096418 -0.05 0.11 0.19 0.511
H 5.035762 3.058269 -2.335825 -0.06 -0.11 -0.21 -0.034
H 4.508226 1.859089 -1.133417 -0.05 0.17 -0.49 -0.090
C -1.466887 -3.183335 0.172597 -0.28 0.08 0.16 -1.005
Cl -1.894576 -1.957650 -1.033541 0.06 -0.61 1.18 0.672
Cl -0.208068 -4.267224 -0.436252 0.06 0.01 0.04 0.540
H -1.101874 -2.686390 1.064629 0.12 -0.03 -0.14 -0.019
H -2.350271 -3.768158 0.411470 0.10 -0.05 -0.08 0.004
C 6.560234 -0.209324 0.554878 0.24 -0.13 -0.03 -0.960
Cl 7.642916 1.168909 0.780059 0.08 -0.25 0.05 0.500
Cl 4.872654 0.308447 0.446024 -0.07 -0.47 0.43 0.595
H 6.828723 -0.722405 -0.363692 -0.10 0.15 -0.03 0.029
H 6.666972 -0.882287 1.399933 -0.07 0.13 0.02 0.030
C -1.321992 -7.655129 0.294634 0.17 0.00 -0.03 -1.022
Cl -2.588726 -6.898895 1.268753 0.00 0.11 0.02 0.497
Cl -1.976574 -8.931530 -0.739003 0.05 -0.03 0.03 0.493
H -0.862181 -6.897515 -0.330681 -0.15 -0.01 0.01 -0.031
H -0.579668 -8.087073 0.958890 -0.15 -0.04 0.02 0.031
C -6.269002 4.604798 2.625763 -0.02 -0.16 -0.06 -1.036
Cl -5.133673 5.947757 2.817199 0.03 0.02 0.06 0.478
Cl -7.941148 5.171549 2.596045 -0.04 -0.02 -0.09 0.497
H -6.053532 4.093596 1.692216 -0.01 0.14 0.00 0.023
H -6.145963 3.920267 3.458060 -0.03 0.11 -0.01 -0.050
C -1.580946 -4.658807 4.718560 0.13 -0.11 0.06 -1.053
Cl -2.014663 -3.430691 3.520659 0.03 0.05 0.04 0.514
Cl -0.322653 -5.739955 4.109608 0.06 -0.01 0.06 0.508
H -1.216029 -4.162543 5.612638 0.04 0.03 -0.12 0.027
H -2.459855 -5.244467 4.954710 0.07 -0.02 -0.16 -0.067
C -4.185510 -10.163738 -3.654841 -0.04 0.17 0.04 -1.029
Cl -3.288845 -11.413236 -2.785337 -0.02 -0.04 0.08 0.483
Cl -4.130476 -10.429316 -5.401604 -0.03 0.06 -0.01 0.501
H -5.220515 -10.182926 -3.328333 0.06 -0.12 -0.06 0.027
H -3.743911 -9.196737 -3.431835 0.10 -0.11 -0.05 0.011
C 3.178533 -2.377581 -6.204746 -0.01 0.07 -0.13 -1.008
Cl 3.718217 -1.063202 -5.154229 0.15 -0.14 -0.21 0.507
Cl 2.799185 -3.832598 -5.274122 -0.04 -0.05 -0.06 0.501
H 2.287012 -2.058855 -6.736615 0.00 -0.02 0.13 0.026
H 3.968280 -2.609120 -6.912565 0.01 -0.03 0.13 0.025
C 4.050513 2.550977 3.392048 0.17 -0.17 -0.02 -1.004
Cl 5.136159 3.922033 3.637694 0.05 -0.03 -0.01 0.517
Cl 2.363453 3.076804 3.269722 -0.04 0.00 -0.10 0.532
H 4.327515 2.045686 2.472472 -0.05 0.15 -0.01 -0.033
H 4.146634 1.869665 4.232825 -0.07 0.15 0.04 0.011
C -1.151667 6.040733 -2.931163 0.13 0.23 0.06 -0.944
Cl -0.087131 4.635164 -2.739480 0.35 1.59 0.17 0.590
Cl -2.701184 5.601038 -3.652574 -0.02 0.28 -0.05 0.567
H -1.331365 6.477482 -1.953545 -0.04 -0.16 -0.01 0.032
H -0.661153 6.763675 -3.575385 -0.02 -0.13 -0.04 0.028
C -6.481621 3.517248 6.394956 -0.03 0.19 0.16 -1.034
Cl -8.170859 3.762376 5.928338 0.03 0.01 0.08 0.506
Cl -5.725659 2.233847 5.438413 0.09 -0.06 0.09 0.521
H -5.935011 4.443295 6.237389 -0.06 -0.07 -0.15 0.033
H -6.444249 3.235998 7.446609 -0.09 0.07 -0.59 -0.105
C 0.252991 -11.077957 -4.474181 -0.12 -0.12 -0.01 -1.037
Cl -0.199692 -9.484325 -3.860743 -0.06 0.00 -0.01 0.482
Cl 1.887630 -11.070666 -5.147895 0.00 -0.08 -0.02 0.503
H 0.212512 -11.792189 -3.657719 0.07 0.11 0.01 0.025
H -0.447079 -11.365759 -5.252552 0.06 0.11 0.00 0.022
C -5.360277 -5.127003 6.080763 -0.19 0.05 0.04 -0.983
Cl -4.344005 -6.551314 6.338863 -0.08 -0.07 0.01 0.535
Cl -4.387172 -3.665015 5.865388 -0.35 0.07 0.14 0.542
H -5.961659 -5.281784 5.190372 0.15 0.00 -0.01 0.031
H -6.004788 -4.995539 6.944238 0.14 -0.01 0.01 0.026
C 5.553013 5.504035 -0.148505 0.07 0.08 0.06 -0.967
Cl 6.757005 4.224891 0.054667 -0.75 0.34 -0.40 0.464
Cl 4.087107 4.889012 -0.924482 -0.21 0.45 0.20 0.562
H 5.292761 5.900011 0.828939 -0.03 -0.16 -0.02 0.020
H 5.975494 6.291275 -0.765625 -0.04 -0.13 -0.06 0.031
C 9.984912 5.792653 1.880417 -0.27 -0.17 -0.09 -1.058
Cl 9.289795 4.194051 1.577578 0.68 -0.06 0.38 0.463
Cl 11.523359 5.677082 2.747339 0.02 0.17 0.05 0.513
H 10.154327 6.288032 0.928214 0.09 -0.11 0.03 0.036
H 9.286806 6.377876 2.486112 0.63 -0.94 -0.49 -0.121
C -6.975497 1.026770 9.666591 -0.17 -0.14 -0.02 -0.992
Cl -5.942502 -0.396396 9.824576 -0.07 -0.01 -0.01 0.513
Cl -6.016141 2.502526 9.481378 0.06 -0.10 0.56 0.569
H -7.607843 0.907558 8.791596 0.14 0.02 -0.02 0.032
H -7.588928 1.117552 10.557361 0.14 0.04 0.00 0.028
C -3.485563 0.590549 -6.997260 -0.25 0.22 0.34 -1.022
Cl -3.968215 1.843690 -8.145798 -0.02 0.00 0.03 0.516
Cl -2.245349 -0.462800 -7.661801 0.23 -0.20 0.10 0.551
H -3.090980 1.062055 -6.101100 0.02 0.02 -0.10 0.008
H -4.356483 -0.007581 -6.748536 0.05 0.01 -0.10 0.030
C 1.181510 1.035450 6.014962 -0.12 0.08 -0.05 -1.034
Cl 0.500601 -0.563511 5.688674 -0.07 0.03 -0.06 0.498
Cl 2.716703 0.917777 6.885834 0.05 0.10 -0.02 0.505
H 1.355476 1.541643 5.071193 0.03 -0.14 0.08 -0.055
H 0.477560 1.601670 6.617040 0.07 -0.12 0.06 0.029
C 10.038636 9.102172 4.003267 0.22 0.09 0.17 -0.982
Cl 8.719234 8.143579 3.312989 -0.51 1.00 0.61 0.591
Cl 10.661727 10.270546 2.836013 0.02 -0.02 0.06 0.519
H 9.666524 9.635791 4.872206 -0.09 0.00 -0.13 0.029
H 10.841975 8.432007 4.294514 -0.07 -0.04 -0.16 0.018
C -2.289927 -1.687828 -10.942980 -0.01 0.02 0.10 -1.053
Cl -2.732571 -0.443952 -12.117854 -0.06 0.03 0.06 0.498
Cl -1.028345 -2.753805 -11.577351 0.01 -0.07 0.06 0.494
H -1.922717 -1.205240 -10.042869 0.01 -0.02 -0.26 -0.063
H -3.168665 -2.282073 -10.712307 0.05 0.01 -0.12 0.028
```
Positions in Å, forces in eV/Å.



Record 2
Below is a cluster of 11 separate species, C22H47Br22NO3P in total in a non-equilibrium geometry, with properties calculated with ωB97M-V/def2-TZVPD.

M ... 2162.48 g/mol
HOMO-LUMO gap ... 4.520 eV
2S+1 ... 1
Net charge ... -1
Highest occupied orbital energy ... -3.48 eV

Structure (XYZ):
```
96
Properties=species:S:1:pos:R:3:forces:R:3:lowdin_charge:R:1
N 5.821325 -0.991348 8.894644 -4.25 2.57 0.01 -0.371
P 4.611066 -0.003498 8.116037 1.57 -3.51 0.26 0.253
O 4.399717 -0.470259 6.708928 -0.68 1.07 0.79 -0.406
O 3.234321 -0.112960 9.045922 0.63 1.15 -0.62 -0.226
O 5.184886 1.630939 8.037695 -6.47 0.18 1.99 -0.481
H 5.882796 -0.555883 9.833199 0.06 -0.53 -0.04 -0.068
H 2.508411 0.422600 8.679506 0.34 -0.21 0.00 0.056
H 5.502059 1.818422 8.937894 -0.27 0.33 -0.32 0.007
Br 4.112712 0.151670 2.270185 -0.06 0.01 -0.01 0.585
C 3.563973 -1.331527 3.410927 0.08 -0.03 0.08 -0.672
C 2.168788 -1.791344 3.066781 0.06 0.03 0.20 -0.695
Br 0.830729 -0.567890 3.778137 -0.09 -0.01 -0.14 0.598
H 3.668428 -0.995498 4.444807 0.02 0.00 -0.02 0.028
H 4.286565 -2.123206 3.217179 -0.07 0.01 -0.01 0.062
H 1.954569 -2.751273 3.535298 0.08 0.04 -0.01 0.040
H 1.991833 -1.869016 1.996631 0.04 -0.01 0.07 -0.006
Br 10.779569 0.551370 8.386324 0.04 -0.08 0.04 0.538
C 9.785320 0.371693 6.715301 0.12 0.36 -0.43 -0.713
C 8.599968 1.302528 6.676205 -0.19 0.26 0.26 -0.644
Br 7.103768 0.625560 7.787777 8.58 -1.60 -2.20 0.929
H 9.506218 -0.675962 6.624618 -0.10 0.08 0.14 0.044
H 10.505100 0.621027 5.932737 0.08 -0.06 0.10 0.039
H 8.195500 1.362790 5.663753 0.15 -0.05 -0.03 0.048
H 8.836059 2.307016 7.028755 0.28 -0.05 -0.20 0.033
Br 3.024126 -3.683588 7.546854 -0.04 -0.04 -0.06 0.659
C 1.586164 -4.452366 6.486476 0.39 0.21 0.14 -0.709
C 0.250907 -3.861916 6.859297 -0.22 -0.19 -0.13 -0.703
Br -0.412578 -4.604533 8.535127 0.00 0.07 0.01 0.582
H 1.630845 -5.530454 6.623162 -0.15 0.06 -0.03 0.044
H 1.834602 -4.210828 5.453158 -0.13 0.00 0.02 0.033
H -0.504528 -4.119226 6.117084 0.05 0.01 0.02 0.053
H 0.281268 -2.781952 6.981118 0.11 -0.08 0.00 0.048
Br -1.568749 0.185151 0.201955 0.02 -0.05 0.07 0.633
C 0.240038 -0.190299 -0.420185 -0.04 0.14 -0.02 -0.674
C 0.285656 -1.438661 -1.259023 0.15 -0.08 0.05 -0.724
Br 0.189891 -3.043512 -0.161075 -0.07 -0.04 -0.02 0.611
H 0.872666 -0.241625 0.464369 -0.06 -0.02 -0.03 0.028
H 0.523159 0.678529 -1.014495 0.01 -0.10 -0.06 0.025
H 1.236284 -1.511338 -1.783694 -0.07 0.04 0.07 -0.044
H -0.526454 -1.501606 -1.977869 0.02 0.04 0.13 -0.037
Br -1.630548 -1.845650 -4.429739 -0.05 -0.01 -0.05 0.625
C -2.653603 -3.500523 -4.462203 0.07 0.11 -0.21 -0.682
C -3.893465 -3.398062 -3.613005 -0.06 -0.23 0.21 -0.684
Br -3.479666 -3.545162 -1.713886 0.05 0.15 -0.09 0.664
H -1.980949 -4.294942 -4.146645 -0.08 0.06 0.09 0.060
H -2.917751 -3.648153 -5.507853 -0.01 0.03 0.06 -0.026
H -4.567689 -4.228935 -3.820176 0.07 0.02 -0.08 0.056
H -4.427200 -2.460251 -3.747933 0.11 -0.03 -0.06 0.053
Br 2.252113 -3.249415 -4.074688 -0.01 0.12 0.01 0.627
C 3.230723 -1.788125 -4.914851 0.02 -0.30 -0.06 -0.680
C 4.246075 -1.187000 -3.976749 -0.02 0.27 0.01 -0.678
Br 3.404955 -0.028074 -2.657772 0.11 -0.03 -0.01 0.665
H 2.490593 -1.070586 -5.261514 0.08 0.01 0.09 0.051
H 3.725820 -2.238116 -5.774704 0.03 0.05 0.05 0.055
H 4.934156 -0.541421 -4.521396 -0.06 -0.06 -0.03 0.056
H 4.813407 -1.933086 -3.425757 -0.10 -0.01 -0.06 0.054
Br -4.598095 -3.647513 1.987340 -0.03 -0.09 -0.05 0.602
C -6.019078 -4.387980 0.882980 0.20 0.21 -0.02 -0.717
C -7.357315 -3.793461 1.236626 -0.20 -0.21 0.01 -0.700
Br -8.063191 -4.555627 2.885192 0.01 0.09 0.00 0.593
H -5.984885 -5.468000 1.004651 -0.09 0.08 0.03 0.052
H -5.745163 -4.132766 -0.139828 -0.06 0.02 0.05 -0.015
H -8.097052 -4.034150 0.473774 0.08 -0.01 0.01 0.054
H -7.322565 -2.715841 1.375925 0.09 -0.08 -0.01 0.051
Br -3.453907 3.888146 -2.892560 -0.03 -0.06 0.02 0.596
C -1.876576 3.494450 -1.815729 -0.16 0.17 0.02 -0.684
C -0.617516 3.579995 -2.636541 0.17 -0.15 0.10 -0.674
Br -0.402042 2.009436 -3.769940 -0.01 0.02 -0.07 0.604
H -2.033574 2.514516 -1.370404 0.08 0.05 -0.08 -0.015
H -1.870822 4.249577 -1.030434 0.12 -0.01 -0.06 0.021
H 0.260190 3.588068 -1.991006 -0.09 0.01 0.03 0.063
H -0.589515 4.448448 -3.290421 -0.07 -0.04 0.07 0.048
Br -1.360352 -2.642612 -8.430275 -0.12 -0.12 0.05 0.615
C -2.778076 -3.378960 -9.546042 0.27 0.22 -0.06 -0.694
C -4.120583 -2.786195 -9.201646 -0.17 -0.17 -0.02 -0.683
Br -4.843660 -3.552910 -7.563905 -0.03 0.08 -0.04 0.650
H -2.744065 -4.459246 -9.428459 -0.09 0.08 0.02 0.051
H -2.497977 -3.119301 -10.566258 -0.09 0.00 0.03 0.056
H -4.853065 -3.025195 -9.971779 0.07 -0.01 0.01 0.056
H -4.088191 -1.708955 -9.058625 0.09 -0.08 0.01 0.054
Br -3.099275 9.533043 -0.002743 0.05 -0.05 -0.08 0.601
C -3.259962 7.634588 -0.414086 -0.21 0.17 0.05 -0.707
C -2.606891 6.786573 0.645244 0.17 -0.21 -0.12 -0.689
Br -0.667181 6.795479 0.465200 -0.04 0.01 0.04 0.615
H -2.832764 7.486493 -1.404497 0.00 -0.06 0.16 -0.006
H -4.331459 7.442770 -0.452939 0.07 -0.05 0.02 0.062
H -2.897754 5.742420 0.532185 -0.06 0.07 -0.02 0.047
H -2.833061 7.114516 1.656723 -0.01 0.03 -0.10 0.052
Br -3.017898 7.491856 -4.354973 0.01 0.00 -0.04 0.612
C -3.250713 6.546663 -6.039782 0.20 0.17 0.06 -0.692
C -4.604391 6.820488 -6.640368 -0.16 -0.24 -0.09 -0.696
Br -6.001180 5.814645 -5.728835 0.01 0.09 0.01 0.598
H -3.076047 5.491842 -5.837422 -0.11 0.05 0.00 0.038
H -2.460483 6.923319 -6.688278 -0.08 0.00 -0.01 0.058
H -4.639612 6.482162 -7.675320 0.07 0.00 0.05 0.056
H -4.888200 7.868992 -6.595373 0.09 -0.06 0.05 0.049
```
Positions in Å, forces in eV/Å.